53
Properties=species:S:1:pos:R:3:forces:R:3:lowdin_spin:R:1 method="wB97M-V/def2-TZVPD" homo_energy_ha="0.0665 / 0.0656" charge=-2 gap_ev="3.01 / 3.05" s_squared=2.043 spin_multiplicity=3 lumo_energy_ev="4.8 / 4.8"
V -0.4929 0.2887 0.4729 0.096 0.274 -0.035 1.102
C -0.1841 2.6387 0.6537 -0.463 0.527 0.331 -0.007
C -1.0344 2.4590 -0.4758 -0.486 0.222 0.593 -0.016
C -2.2574 1.9003 -0.0159 0.127 0.673 0.592 -0.010
H -0.8278 2.7923 -1.4971 0.031 -0.458 0.466 -0.001
C -2.1377 1.6497 1.3844 -0.377 0.627 -0.439 0.000
C -0.8547 2.1389 1.8011 0.157 0.758 -0.481 -0.014
H -0.4761 2.2192 2.8241 -0.135 -0.230 -0.585 0.000
H 0.7675 3.1737 0.6635 -0.453 -0.671 -0.081 0.000
H -3.1741 1.8144 -0.6082 0.660 -0.586 0.210 0.000
H -2.9398 1.2764 2.0326 0.543 0.006 -0.455 0.001
C 0.9426 -1.4375 1.3682 -0.967 0.018 0.620 -0.012
C 0.7278 -0.4005 2.3327 -0.313 -0.681 0.457 -0.003
C -0.6549 -0.4364 2.7098 0.740 -0.876 -0.301 -0.017
H 1.4928 0.2408 2.7619 -0.242 -0.181 -0.294 0.001
C -1.3059 -1.4367 1.9305 1.008 -0.324 -0.112 -0.006
C -0.3126 -2.0516 1.0907 0.243 0.226 1.288 -0.014
H -0.4585 -2.9207 0.4497 -0.138 0.626 -0.038 -0.001
H 1.9068 -1.7938 1.0120 -0.283 0.560 -0.299 0.001
H -1.1094 0.1143 3.5322 0.097 0.021 -0.507 0.000
H -2.3246 -1.7866 2.0755 0.241 0.396 -0.411 0.000
O -1.3579 -0.4406 -0.8757 -1.650 -1.261 -1.707 0.117
C -3.9726 -1.6912 -0.7454 0.267 0.607 0.153 -0.002
C -3.6226 -1.1599 -2.0118 0.972 0.750 -0.651 0.005
C -4.4599 -0.7867 0.2909 -0.561 0.262 0.311 -0.001
C -3.3554 -2.9630 -0.3796 0.098 -0.718 -0.911 0.000
C -2.1346 -0.5655 -2.0823 1.542 0.402 -0.180 0.007
H -4.3119 -0.3853 -2.3887 0.071 0.355 0.305 0.001
H -3.7244 -1.9235 -2.8026 0.538 -0.185 -0.215 0.001
H -1.5099 -1.2353 -2.7167 -0.325 0.492 -0.042 0.005
H -2.1579 0.4580 -2.5208 0.026 -0.371 -0.180 0.000
H -5.4659 -1.1420 0.4226 -1.336 0.604 1.199 0.000
H -4.4864 0.2747 0.0035 -0.142 -0.181 -0.089 0.000
H -3.9645 -0.8089 1.2741 0.157 -0.099 0.194 0.000
H -4.1032 -3.6678 -0.7161 -0.044 -1.719 0.217 0.000
H -3.1427 -3.1167 0.6658 -0.113 -0.084 0.648 0.000
H -2.4210 -3.2293 -0.9240 -0.087 0.241 0.132 0.000
O 4.1863 1.0862 2.4689 -0.014 1.044 -0.188 0.024
S 3.8384 1.8759 1.2824 -1.855 -3.379 -1.875 0.035
O 4.1075 3.2793 1.2849 0.317 1.328 0.688 0.020
N 2.2955 1.5305 0.8116 0.865 1.014 1.786 0.079
C 2.2066 0.8418 -0.3214 1.767 -0.231 -0.787 0.132
O 1.1027 0.3697 -0.7735 -0.946 -0.032 0.143 0.066
C 3.4968 0.6065 -0.9733 -2.303 -0.105 0.564 0.129
C 3.8027 -0.0870 -2.1433 0.779 -0.347 -0.721 0.052
C 5.1480 -0.2321 -2.4820 -1.021 -0.067 -0.038 0.049
C 6.1609 0.2906 -1.6515 0.884 0.217 0.277 0.133
C 5.8430 0.9676 -0.4701 -0.754 -0.097 -0.193 0.008
C 4.4978 1.1079 -0.1553 2.610 0.636 0.578 0.123
H 2.9859 -0.4866 -2.7528 0.376 0.093 0.157 0.003
H 5.4277 -0.7564 -3.3929 -0.061 0.033 0.082 0.001
H 7.2093 0.1647 -1.9271 -0.227 0.000 0.004 0.012
H 6.5886 1.3815 0.2037 0.085 -0.129 -0.180 -0.003


17
Properties=species:S:1:pos:R:3:forces:R:3:lowdin_charge:R:1 method="wB97M-V/def2-TZVPD" de_lowest_kj_mol=249.88 homo_energy_ha=-0.3654 gap_ev=10.66 smiles="C[C@@H]1C=C[C@@H]1O.O" lumo_energy_ev=0.7
C 0.3590 1.6296 -0.4052 0.031 0.033 -0.008 -0.058
C 0.6201 0.6288 0.7156 0.061 0.140 0.046 -0.286
C -0.6014 -0.2590 1.1260 0.144 -0.023 0.219 -0.332
O -1.7797 0.0511 0.4066 -0.223 -0.147 0.006 -0.029
C 0.2154 -1.4435 0.6522 0.156 -0.007 -0.004 -0.031
C 1.2833 -0.6937 0.3636 0.004 -0.096 0.023 -0.046
O -0.4679 -0.9068 -2.3808 -0.018 -0.039 0.102 -0.067
H 1.2943 2.1013 -0.7264 -0.099 -0.067 0.075 0.081
H -0.3172 2.4174 -0.0572 0.105 -0.100 -0.038 0.083
H -0.0974 1.1555 -1.2776 0.095 0.146 0.162 0.059
H 1.0841 1.1415 1.5683 -0.078 -0.070 -0.090 0.134
H -0.7911 -0.2516 2.2087 -0.017 0.009 -0.169 0.147
H -2.5093 -0.4489 0.7932 0.081 0.112 -0.122 0.103
H -0.0050 -2.5065 0.5967 0.095 0.154 0.045 0.108
H -1.0023 -0.7264 -1.5923 -0.042 -0.017 -0.177 0.007
H 2.2891 -0.9367 0.0276 -0.133 0.047 0.049 0.108
H 0.4259 -0.9521 -2.0190 -0.160 -0.074 -0.118 0.019


136
Properties=species:S:1:pos:R:3:forces:R:3:lowdin_charge:R:1 method="wB97M-V/def2-TZVPD" homo_energy_ha=-0.3201 gap_ev=7.42 smiles="CC(=O)OCc1cc2c(c(CC(=O)OC(C)=O)c1[PH2]=N)C(=O)N(CCC(F)(F)C(F)(F)C(F)(F)C(F)(F)C(F)(F)C(F)(F)C(F)(F)C(F)(F)F)C2=O.CO.CO.CO.CO.CO.CO.CO.CO.CO.CO.CO" lumo_energy_ev=-1.3
C -7.2953 3.9013 1.8952 0.336 -0.762 0.647 -0.008
C -5.9275 4.3552 1.2056 -0.103 0.451 -4.533 -0.387
O -5.9273 4.4992 -0.0554 0.181 -0.437 5.158 0.041
O -4.6849 4.5817 1.8645 -1.927 -1.349 0.034 -0.052
C -4.5262 3.7187 3.0251 -0.232 -1.298 0.881 -0.189
C -3.0038 3.4584 3.4368 2.814 -0.182 0.285 -0.079
C -1.9450 3.3955 2.2600 1.811 -0.674 4.001 0.095
C -0.4880 3.1044 2.6861 -2.164 0.229 2.572 0.010
C -0.0854 2.8876 4.1805 -2.570 0.716 -0.695 0.034
C -1.0911 2.9407 5.3516 -0.516 0.866 -3.551 -0.086
C -0.5888 2.6658 6.8425 -0.028 -0.644 -1.455 -0.025
C -0.7659 1.0700 7.0999 1.694 -1.269 2.122 -0.315
O -0.1327 0.4198 7.9642 -2.424 2.647 -3.184 0.075
O -1.7207 0.4159 6.2522 1.933 -0.315 1.390 -0.009
C -1.5159 -1.0162 6.2363 2.471 -3.295 -1.228 -0.345
C -2.7531 -1.8980 6.8039 0.000 1.746 -0.116 0.016
O -0.4642 -1.5410 5.7771 -4.845 3.064 1.888 0.074
C -2.5966 3.2354 4.9519 1.797 -0.400 -3.129 -0.173
P -3.8805 3.2648 6.3712 1.187 1.252 1.751 0.733
N -3.4762 4.2541 7.5670 -0.070 -1.727 -0.619 -0.321
C 1.4975 2.5785 4.1542 -0.438 0.696 1.794 -0.257
O 2.3603 2.7534 5.0611 -3.340 -1.235 -3.998 0.065
N 1.6522 2.0852 2.7834 1.933 2.016 -0.585 -0.013
C 2.9854 1.5893 2.3453 1.280 -1.398 0.852 -0.101
C 2.8772 -0.0454 2.3376 -0.823 0.267 0.250 -0.021
C 2.4369 -0.6359 0.9080 -1.140 0.883 1.101 -0.271
F 1.7879 0.4311 0.1907 1.315 -2.547 1.071 0.042
F 1.4443 -1.6551 1.1215 2.421 1.947 -0.892 0.050
C 3.6912 -1.1648 0.0268 0.143 0.318 0.559 -0.178
F 4.3443 0.0290 -0.4486 -1.172 -3.210 1.084 0.075
F 4.5587 -1.9515 0.8677 -1.802 2.279 -2.112 0.066
C 3.2350 -2.1454 -1.1694 -1.328 -1.519 1.252 -0.176
F 2.9784 -3.4211 -0.5470 0.563 3.099 -1.461 0.077
F 1.9797 -1.7210 -1.6976 3.129 -0.752 0.715 0.088
C 4.3628 -2.4149 -2.2868 1.755 -1.460 0.616 -0.160
F 5.6795 -2.1280 -1.7702 -3.440 -0.474 -0.967 0.073
F 4.3753 -3.8352 -2.5274 -0.121 3.719 -0.112 0.083
C 4.2083 -1.5449 -3.6266 1.299 1.831 -0.437 -0.136
F 3.7529 -0.1863 -3.3255 1.150 -3.837 -0.443 0.067
F 5.5338 -1.3829 -4.1732 -3.490 -0.506 1.069 0.081
C 3.2333 -2.1770 -4.7506 -1.788 1.154 -1.215 -0.160
F 2.5246 -1.0542 -5.3520 1.872 -2.870 1.384 0.065
F 2.2290 -3.0435 -4.2494 2.572 1.919 -0.740 0.103
C 4.0122 -2.9408 -5.9478 1.149 -0.880 -1.171 -0.169
F 4.6635 -2.0386 -6.8357 -1.587 -2.104 2.654 0.102
F 4.9676 -3.8911 -5.4322 -2.215 2.631 -1.019 0.078
C 2.9986 -3.8347 -6.8632 -1.100 -1.000 -1.413 -0.311
F 1.7559 -3.1989 -7.0946 3.132 -1.395 0.654 0.107
F 2.7219 -5.0957 -6.2790 0.811 3.235 -1.395 0.091
F 3.6162 -4.0460 -8.1166 -1.540 0.384 3.135 0.109
C 0.8659 2.9119 1.8635 -1.368 1.108 -1.778 -0.276
O 1.1474 3.3755 0.7242 -0.727 -2.441 4.884 0.080
H -7.7674 4.6957 2.5773 0.884 -1.011 -1.169 0.103
H -8.0433 3.5496 1.0873 1.503 0.965 1.197 0.108
H -7.1029 2.9803 2.5577 -0.258 1.404 -0.886 0.079
H -4.9771 2.6805 2.7644 0.859 1.562 0.462 0.142
H -5.1743 4.1397 3.8665 1.238 -0.545 -0.940 0.099
H -2.2085 3.5188 1.1596 0.250 -0.102 1.804 0.122
H 0.5346 2.9486 6.8784 -1.847 -0.885 0.038 0.137
H -1.1376 3.3049 7.6135 0.444 -1.046 -1.157 0.105
H -3.2615 -2.4592 5.9474 1.067 0.582 1.227 0.096
H -3.5521 -1.1764 7.2347 1.416 -1.199 -0.628 0.085
H -2.3396 -2.5662 7.6312 -0.498 0.791 -1.410 0.083
H -3.9907 1.9277 6.9329 -0.197 0.513 -1.193 0.015
H -5.1817 3.6780 5.8986 0.837 -0.766 -0.557 -0.003
H -3.3807 3.6348 8.4096 -0.177 1.197 -0.770 -0.075
H 3.3571 2.0125 1.3537 -0.909 -0.459 1.398 0.137
H 3.7718 1.8162 3.1662 -1.445 -0.089 -1.360 0.140
H 2.0022 -0.2940 3.0573 1.426 0.268 -1.317 0.145
H 3.7995 -0.5454 2.7916 -1.192 0.687 -1.079 0.132
C -4.6465 2.0282 -2.2797 -0.077 0.203 0.182 -0.160
O -4.0775 1.6726 -1.0293 0.076 -0.069 0.340 -0.133
H -4.1833 1.4256 -3.0618 0.010 -0.014 0.168 0.069
H -5.7220 1.8345 -2.2622 -0.022 0.076 -0.241 0.077
H -4.4605 3.0863 -2.4793 -0.135 -0.023 -0.199 0.078
H -4.5053 2.2206 -0.3578 0.124 -0.053 -0.246 0.045
C -0.8312 0.3105 -4.0959 0.221 -0.234 -0.030 -0.127
O -0.2795 0.5211 -5.3890 0.161 -0.060 -0.195 -0.138
H -1.7291 0.9203 -3.9917 0.121 -0.031 -0.078 0.074
H -1.0936 -0.7432 -3.9750 -0.121 0.074 0.256 0.068
H -0.1042 0.6040 -3.3341 -0.175 -0.031 0.193 0.080
H 0.5113 -0.0290 -5.4534 -0.204 0.173 -0.060 0.049
C 0.4971 -4.7233 7.8748 0.152 0.246 0.072 -0.149
O -0.0502 -3.4142 7.8902 0.003 0.003 0.255 -0.145
H -0.3006 -5.4360 7.6630 0.028 0.137 0.013 0.079
H 1.2609 -4.7941 7.0964 0.016 -0.226 0.027 0.079
H 0.9358 -4.9514 8.8498 0.049 -0.245 -0.066 0.075
H 0.6745 -2.8037 8.0790 -0.299 0.001 -0.143 0.083
C 2.5682 -7.6814 -4.5009 0.055 -0.034 -0.256 -0.171
O 2.9208 -8.9193 -5.0993 0.043 -0.135 -0.143 -0.123
H 2.4699 -7.8256 -3.4246 0.029 -0.090 -0.129 0.081
H 3.3493 -6.9428 -4.6970 -0.112 0.150 0.164 0.062
H 1.6148 -7.3345 -4.9079 -0.008 0.204 0.158 0.074
H 3.0014 -8.7643 -6.0493 0.002 -0.129 0.253 0.076
C 5.9701 1.8678 -6.0335 -0.111 -0.102 0.262 -0.155
O 4.6405 1.3712 -6.0118 -0.211 -0.179 0.097 -0.133
H 6.2023 2.2082 -7.0430 -0.117 -0.066 0.085 0.081
H 6.0615 2.7068 -5.3391 0.225 0.045 -0.073 0.079
H 6.6652 1.0727 -5.7512 0.199 0.129 -0.047 0.072
H 4.4569 1.0726 -5.1103 -0.015 0.172 -0.311 0.041
C -3.6725 3.0585 11.4266 0.087 -0.152 0.067 -0.130
O -3.1047 3.2590 10.1397 0.358 -0.356 0.190 -0.167
H -4.5601 3.6844 11.5208 0.130 -0.026 -0.127 0.086
H -3.9555 2.0097 11.5452 -0.088 0.049 0.197 0.079
H -2.9491 3.3390 12.1957 -0.150 -0.026 0.120 0.080
H -2.3216 2.6944 10.0825 -0.130 0.185 0.045 0.085
C 8.2078 -3.1667 0.2519 0.006 0.171 -0.221 -0.162
O 9.1817 -2.1340 0.2339 0.111 0.170 -0.066 -0.125
H 8.2647 -3.6881 1.2079 0.077 0.116 -0.078 0.082
H 7.2114 -2.7340 0.1347 -0.092 -0.238 0.059 0.050
H 8.4063 -3.8737 -0.5579 -0.185 -0.158 0.074 0.079
H 9.1105 -1.6894 -0.6206 0.090 -0.070 0.262 0.074
C -0.2480 3.3561 -7.0016 0.235 -0.299 -0.142 -0.150
O -0.0721 3.6606 -8.3791 0.047 0.173 -0.307 -0.135
H -1.1270 3.8868 -6.6323 0.060 0.004 -0.098 0.067
H -0.3963 2.2822 -6.8792 -0.041 0.142 0.292 0.056
H 0.6322 3.6788 -6.4394 -0.119 -0.046 0.226 0.082
H 0.7096 3.1800 -8.6797 -0.242 0.161 0.018 0.075
C -1.9695 -3.3825 -2.1780 0.483 0.052 -0.096 -0.160
O -1.2691 -2.2731 -1.6316 0.179 0.202 0.189 -0.132
H -3.0395 -3.2318 -2.0307 0.130 0.103 0.017 0.079
H -1.7597 -3.4598 -3.2447 -0.203 -0.171 0.130 0.054
H -1.6596 -4.2994 -1.6685 -0.173 -0.154 -0.075 0.081
H -0.3277 -2.4326 -1.7755 -0.246 0.105 0.114 0.047
C -3.6230 6.0174 -6.6609 0.289 -0.124 -0.167 -0.173
O -3.0736 6.2298 -7.9524 0.107 -0.027 -0.083 -0.128
H -4.5211 6.6268 -6.5554 0.107 -0.033 -0.093 0.077
H -3.8854 4.9628 -6.5422 -0.108 0.028 0.234 0.073
H -2.8954 6.3107 -5.8995 -0.166 -0.044 0.201 0.075
H -2.2810 5.6800 -8.0206 -0.171 0.158 -0.134 0.061
C -4.2344 -5.0933 -4.3888 0.057 -0.044 -0.267 -0.149
O -3.0537 -4.3931 -4.7522 0.063 -0.067 -0.381 -0.148
H -4.4444 -4.9062 -3.3353 0.101 0.036 -0.107 0.075
H -5.0735 -4.7394 -4.9929 -0.150 -0.127 0.134 0.078
H -4.0894 -6.1655 -4.5435 -0.211 -0.046 0.107 0.078
H -2.8908 -4.5752 -5.6870 0.004 0.111 0.243 0.084


Let's list molar mass in order: 449.45 102.13 1164.83 g mol⁻¹.